Formula: C41H55As3Cl3MnO3STe
Source: the Open Molecules 2025 dataset
Level of theory: ωB97M-V with the def2-TZVPD basis set

The expectation value of S² is 8.75. For the LUMO energy (spin up / spin down), the calculation gives 1.95 / 1.91 eV. The value obtained for the highest occupied orbital energy (spin up / spin down) is -3.21 / -3.21 eV. The value obtained for the frontier orbital gap (spin up / spin down) is 5.162 / 5.120 eV. The energy relative to the best compared isomer or geometry (same formula, charge and spin) comes out at 0.5 kcal per mole. The total energy is -11726.30376 Ha.

```
! wB97M-V def2-TZVPD RIJCOSX def2/J DEFGRID3
* xyz -1 6
Te -2.852 -1.340 2.597
As 2.031 4.072 4.360
As 0.915 2.768 -0.611
As 1.031 0.278 2.082
Mn -0.132 0.061 -0.339
Cl -2.763 2.908 2.370
Cl -4.311 5.823 -1.899
Cl 2.170 -0.402 -1.231
S -1.764 -2.919 -0.550
O -1.127 0.387 -2.265
O -1.886 0.996 0.375
O -0.596 -1.993 -0.375
C 1.481 2.932 -2.474
C -3.260 -2.975 3.897
C -1.608 -2.077 5.592
C -1.265 -5.050 1.976
C -3.046 3.438 -2.096
C -0.429 -4.780 0.902
C 2.723 2.852 0.165
C 1.670 -1.472 2.632
C -4.197 -3.970 3.553
C 0.952 -4.267 -4.929
C 2.931 2.668 1.686
C -1.097 -3.346 -3.275
C -4.476 -5.013 4.430
C -2.426 2.281 -1.569
C -3.475 4.220 0.133
C 0.620 -5.064 3.459
C 2.780 1.200 2.124
C -0.995 -4.561 -0.471
C -4.182 -6.250 6.608
C -0.200 -5.023 -4.763
C -2.173 -2.890 -2.342
C -0.746 -5.189 3.252
C -2.905 3.100 0.663
C 1.461 -4.791 2.391
C 0.938 -4.644 1.116
C 3.516 5.366 4.314
C -3.558 4.384 -1.265
C 1.075 -3.050 -4.274
C -1.215 -4.565 -3.937
C 3.023 2.646 5.284
C -2.942 -4.135 6.010
C -3.862 -5.114 5.673
C 1.970 3.605 2.428
C 0.171 0.846 3.738
C -2.368 2.037 -0.157
C -1.847 1.372 -2.507
C 0.273 4.609 -0.375
C -4.919 -3.929 2.236
C 4.392 3.067 1.942
C 0.055 -2.584 -3.459
C -2.631 -3.083 5.150
H 0.172 -1.637 -2.953
H 0.769 0.543 4.599
H 3.238 6.196 3.665
H -0.779 -2.043 4.882
H 1.059 5.327 -0.617
H -2.031 -1.071 5.602
H 3.167 2.994 6.308
H 4.450 4.932 3.963
H -2.337 -5.112 1.829
H 3.135 3.825 -0.127
H 1.751 -4.626 -5.565
H -2.058 1.605 -3.568
H 2.263 -1.892 1.818
H 0.793 -2.101 2.795
H -2.110 -5.162 -3.800
H 3.154 1.088 3.146
H -1.222 -2.318 6.584
H -5.514 -3.018 2.153
H 2.170 3.768 -2.606
H -1.415 -5.356 4.082
H 1.024 -5.158 4.459
H -0.798 0.342 3.765
H 2.525 -4.672 2.552
H -5.241 -6.265 6.874
H 2.425 1.740 5.318
H 2.265 -1.406 3.545
H 1.584 -4.395 0.283
H -3.609 -6.169 7.531
H 1.971 -2.453 -4.385
H 0.942 3.264 2.264
H -0.307 -5.973 -5.271
H -0.219 -4.593 -1.233
H 0.011 1.924 3.754
H 2.027 4.601 1.970
H -5.201 -5.766 4.134
H -1.779 -5.280 -0.720
H -3.095 3.571 -3.170
H -3.950 -7.218 6.157
H -2.444 -4.187 6.973
H 5.055 2.464 1.319
H 3.995 2.427 4.849
H 0.601 3.090 -3.099
H -2.444 -1.844 -2.504
H 3.659 5.755 5.322
H -3.859 4.988 0.788
H 4.557 4.118 1.694
H 3.276 2.076 -0.372
H -4.209 -3.882 1.405
H 1.960 1.995 -2.756
H 3.410 0.579 1.479
H 4.677 2.912 2.982
H -3.077 -3.496 -2.433
H -5.569 -4.797 2.116
H -0.067 4.767 0.646
H -0.574 4.760 -1.045
*
```

Results of the Löwdin charge analysis, in e, for atoms 1 through 4: atom 1 (Te): 0.754, atom 2 (As): 1.133, atom 3 (As): 1.125, atom 4 (As): 1.122

***

Formula: C41H55BClN6O11P2S2
Source: the Open Molecules 2025 dataset
Level of theory: ωB97M-V with the def2-TZVPD basis set

For the LUMO energy, the calculation gives -4.66 eV. The value obtained for the highest occupied orbital energy is -9.38 eV. The value obtained for the frontier orbital gap is 4.723 eV. The total energy is -4715.55484 Ha.

```
! wB97M-V def2-TZVPD RIJCOSX def2/J DEFGRID3
* xyz 1 1
Cl -6.493 4.291 1.914
S -3.545 -0.441 0.826
S -5.256 2.670 1.957
P -2.159 -1.470 1.640
P 1.648 2.499 0.672
O 1.967 2.842 -0.873
O -2.408 -3.020 1.353
O 4.332 0.341 0.725
O 3.142 -2.888 -1.616
O -6.079 1.532 1.688
O -2.117 -1.355 3.219
O 0.417 -4.050 1.647
O -0.348 -4.012 -0.442
O -4.625 2.655 3.238
O 3.138 -3.729 0.636
O 3.022 2.510 1.494
N 1.200 0.649 0.631
N 1.796 -2.624 -6.426
N -7.379 2.612 -1.350
N 0.881 -5.013 4.581
N 1.579 -0.418 -3.066
N -8.229 7.448 2.961
C 1.735 -1.650 0.176
C -6.400 2.448 -2.292
C 6.326 -0.998 0.329
C 1.185 -2.883 -7.620
C 5.054 -3.500 3.646
C 3.418 0.111 -0.327
C -8.368 8.637 2.295
C 5.142 -0.749 1.032
C -4.070 2.919 0.640
C 2.469 -3.739 -6.006
C 6.698 -2.929 1.791
C -8.461 3.226 -1.915
C 2.465 -0.226 -4.091
C 0.140 -3.449 0.664
C 0.650 -6.240 5.141
C 2.289 -4.721 -6.944
C -9.423 7.100 3.535
C 0.486 0.702 -4.632
C 0.370 0.143 -3.389
C 6.238 -0.441 -2.174
C 0.948 -6.157 6.475
C -6.860 2.970 -3.472
C -0.916 1.428 1.616
C -1.566 2.287 0.518
C 1.373 -4.826 6.733
C -0.465 -1.014 1.075
C 1.473 -4.176 -7.971
C 2.063 -0.311 0.175
C -9.661 9.055 2.450
C 6.881 -0.159 -0.815
C 7.073 -2.106 0.736
C 4.766 -1.566 2.085
C -2.653 3.204 1.149
C 1.319 -4.145 5.546
C 0.446 -1.976 0.627
C 6.880 1.350 -0.525
C -8.170 3.464 -3.232
C 1.816 0.468 -5.078
C 5.526 -2.662 2.489
C -0.034 0.332 1.092
C -10.331 8.078 3.237
B 2.728 -2.821 -0.307
H -10.082 9.959 2.044
H 7.325 -3.760 2.072
H -7.538 9.080 1.773
H 7.931 -0.424 -0.897
H 1.681 -4.418 7.680
H -7.313 2.320 -0.389
H -9.521 6.190 4.102
H -8.823 3.939 -3.944
H -11.362 8.095 3.548
H -2.579 3.094 2.226
H 5.308 0.104 -2.325
H 2.697 -5.717 -6.901
H -0.938 -4.730 -0.159
H 7.457 1.543 0.374
H -6.320 2.994 -4.404
H 7.989 -2.343 0.213
H 2.906 2.822 -1.116
H -4.424 3.791 0.093
H -9.342 3.440 -1.334
H 4.660 -4.441 3.265
H -1.705 1.011 2.231
H 0.600 -2.129 -8.118
H 7.388 1.833 -1.358
H -4.145 2.096 -0.058
H -0.821 2.957 0.101
H -2.006 1.691 -0.274
H 3.853 -1.337 2.622
H -0.294 1.216 -5.167
H 0.870 -6.960 7.188
H 2.685 -4.579 0.564
H 3.818 -0.647 -0.997
H 2.751 -3.669 -2.032
H 3.474 -0.602 -4.031
H -2.433 -3.139 0.393
H -0.356 2.083 2.277
H 3.019 -3.737 -5.079
H -2.426 4.235 0.905
H 6.103 -1.503 -2.367
H 0.752 -4.780 3.615
H 4.218 -3.004 4.127
H 1.137 -4.676 -8.863
H 1.556 -3.121 5.307
H 3.826 2.557 0.952
H -5.465 1.975 -2.045
H 3.352 1.018 -0.918
H -7.383 6.915 3.021
H -0.466 0.093 -2.711
H 5.837 -3.692 4.371
H -1.385 -1.886 3.577
H 1.762 -1.750 -5.927
H 5.876 1.756 -0.463
H 0.295 -7.064 4.546
H 6.914 -0.071 -2.944
H 1.787 -0.904 -2.215
H 2.245 0.771 -6.019
*
```

Results of the Löwdin charge analysis, in e, for atoms 1 through 4: atom 1 (Cl): 0.425, atom 2 (S): 0.523, atom 3 (S): 0.306, atom 4 (P): 0.225